# 1
Molecular formula: C54H41AsMoN8O9S2
Method: DFT, wB97M-V/def2-TZVPD

Output
**M**: 1180.965 g/mol
**Energy relative to the best compared isomer or geometry (same formula, charge and spin)**: 169.2 kJ/mol
**Spin multiplicity**: 3
**HOMO-LUMO gap (alpha / beta)**: 5.38 / 6.96 eV
**E_tot**: -171372.7028 eV
**HOMO energy (alpha / beta)**: -0.2300 / -0.2894 Ha

Cartesian coordinates (Å):
Mo 0.670 1.037 -0.173
N 2.970 2.956 -3.222
C 2.491 2.579 -2.008
S 0.836 3.077 -1.604
N 3.308 1.997 -1.186
N 2.687 1.621 0.009
C 3.380 1.843 1.061
C 2.828 1.921 2.397
C 3.661 2.034 3.517
C 3.143 2.360 4.747
C 1.775 2.633 4.865
C 0.938 2.530 3.774
C 1.447 2.117 2.543
O 0.630 1.951 1.508
H 2.330 3.313 -3.904
H 3.828 2.534 -3.535
H 4.406 2.166 0.904
H 4.725 1.852 3.399
H 3.791 2.432 5.612
H 1.367 2.933 5.823
H -0.125 2.730 3.850
N -1.617 0.089 3.087
C -0.530 -0.633 3.478
N 0.630 -0.542 2.917
C 1.568 -1.320 3.599
C 2.918 -1.435 3.271
C 3.735 -2.252 4.038
C 3.225 -2.960 5.128
C 1.884 -2.858 5.469
C 1.071 -2.033 4.700
S -0.627 -1.695 4.884
H -1.537 0.489 2.160
H -2.523 -0.284 3.318
H 3.304 -0.896 2.412
H 4.785 -2.346 3.780
H 3.879 -3.601 5.709
H 1.478 -3.403 6.314
O -1.230 -1.309 0.459
C -0.142 -0.808 0.305
O -1.514 1.386 0.059
As -3.108 1.834 0.042
C -3.990 1.328 -1.566
C -5.251 1.830 -1.877
C -5.896 1.388 -3.020
C -5.285 0.447 -3.839
C -4.029 -0.050 -3.518
C -3.370 0.386 -2.376
C -3.209 3.703 0.418
C -4.415 4.372 0.618
C -4.403 5.731 0.889
C -3.193 6.414 0.967
C -1.993 5.740 0.780
C -1.997 4.379 0.504
C -4.019 0.906 1.444
C -4.511 1.555 2.568
C -5.076 0.809 3.594
C -5.129 -0.576 3.499
C -4.629 -1.222 2.372
C -4.078 -0.482 1.339
H -5.725 2.561 -1.233
H -6.876 1.776 -3.271
H -5.784 0.110 -4.740
H -3.558 -0.780 -4.163
H -2.383 0.018 -2.119
H -5.356 3.838 0.570
H -5.336 6.260 1.039
H -3.190 7.477 1.174
H -1.052 6.271 0.844
H -1.071 3.841 0.354
H -4.449 2.632 2.650
H -5.470 1.309 4.470
H -5.565 -1.155 4.304
H -4.665 -2.302 2.303
H -3.663 -0.975 0.469
N 1.128 -1.049 0.046
C 1.899 -2.150 0.110
C 1.511 -3.363 0.868
C 0.194 -3.785 1.087
C -0.074 -4.927 1.830
C 0.955 -5.679 2.375
C 2.269 -5.270 2.177
C 2.540 -4.132 1.440
C 3.193 -2.171 -0.607
C 3.506 -3.305 -1.367
C 4.695 -3.383 -2.074
C 5.607 -2.334 -2.019
C 5.308 -1.209 -1.264
C 4.110 -1.128 -0.573
H -0.630 -3.241 0.655
H -1.103 -5.237 1.968
H 0.739 -6.579 2.938
H 3.087 -5.838 2.602
H 3.568 -3.816 1.320
H 2.801 -4.127 -1.408
H 4.912 -4.261 -2.670
H 6.543 -2.397 -2.561
H 6.016 -0.391 -1.208
H 3.902 -0.260 0.027
O 2.120 -0.399 -2.648
C 0.955 -0.178 -2.931
O 0.045 0.300 -2.135
C 0.535 -0.443 -4.355
C -0.334 0.405 -5.021
C -0.581 0.182 -6.364
C -0.015 -0.868 -7.049
C 0.826 -1.708 -6.352
C 1.125 -1.505 -5.024
N 1.442 -2.854 -7.069
O 1.204 -2.967 -8.252
O 2.142 -3.602 -6.428
N -1.469 1.108 -7.110
O -2.045 1.962 -6.476
O -1.562 0.956 -8.307
H -0.785 1.248 -4.515
H -0.218 -1.024 -8.097
H 1.819 -2.155 -4.509

# 2
Molecular formula: C54H41ClF10N5OPTi
Method: DFT, wB97M-V/def2-TZVPD

Output
**M**: 1080.230 g/mol
**Energy relative to the best compared isomer or geometry (same formula, charge and spin)**: 0.0 kJ/mol
**Spin multiplicity**: 1
**HOMO-LUMO gap**: 6.50 eV
**E_tot**: -138264.2855 eV
**HOMO energy**: -0.2779 Ha

Cartesian coordinates (Å):
Ti -0.011 -0.547 -0.415
Cl -7.269 -1.065 -1.536
C -5.536 -1.130 -1.432
C -4.844 -2.132 -2.103
C -3.462 -2.173 -2.053
C -2.772 -1.210 -1.326
O -1.444 -1.247 -1.258
C -3.468 -0.207 -0.642
C -2.788 0.834 0.099
N -1.513 0.996 0.152
C -0.973 2.095 0.873
C -1.684 3.147 1.390
C -1.035 4.193 2.074
C 0.320 4.192 2.227
C 1.086 3.132 1.692
C 2.496 3.091 1.770
C 3.170 2.059 1.191
C 2.435 1.039 0.559
N 1.127 1.034 0.487
C 0.437 2.084 1.016
C -4.862 -0.175 -0.702
H -5.393 -2.877 -2.664
H -2.904 -2.948 -2.562
H -3.448 1.515 0.631
H -2.759 3.193 1.284
H -1.629 5.006 2.471
H 0.826 4.998 2.743
H 3.023 3.894 2.270
H 4.249 2.000 1.206
H 2.946 0.216 0.087
H -5.409 0.614 -0.199
C 3.795 -1.169 2.675
N 2.427 -1.361 2.239
C 1.461 -1.257 3.324
C 0.184 -0.528 2.914
N -0.439 -1.044 1.694
C -1.746 -1.462 1.871
C -2.210 -2.664 1.315
F -1.354 -3.464 0.676
C -3.525 -3.076 1.381
F -3.896 -4.225 0.817
C -4.467 -2.307 2.046
F -5.739 -2.700 2.112
C -4.058 -1.130 2.638
F -4.947 -0.351 3.261
C -2.739 -0.722 2.535
F -2.435 0.479 3.063
C 2.280 -2.605 1.490
C 2.514 -2.415 -0.004
N 1.308 -2.031 -0.762
C 0.847 -3.102 -1.558
C 0.695 -4.412 -1.093
F 1.015 -4.730 0.167
C 0.194 -5.439 -1.874
F 0.056 -6.658 -1.354
C -0.181 -5.201 -3.181
F -0.672 -6.180 -3.939
C -0.016 -3.929 -3.693
F -0.336 -3.675 -4.965
C 0.505 -2.923 -2.901
F 0.699 -1.744 -3.493
H 4.121 -1.931 3.401
H 4.471 -1.226 1.817
H 3.915 -0.184 3.131
H 1.220 -2.250 3.730
H 1.909 -0.685 4.142
H -0.503 -0.612 3.760
H 0.420 0.539 2.836
H 2.966 -3.373 1.881
H 1.266 -2.969 1.628
H 3.295 -1.663 -0.157
H 2.923 -3.330 -0.437
C -5.080 1.079 -4.229
C -5.035 2.092 -3.120
C -6.232 2.543 -2.573
C -6.264 3.411 -1.492
C -5.070 3.839 -0.935
C -3.865 3.411 -1.478
C -3.818 2.554 -2.581
P -2.253 1.728 -3.049
C -2.098 1.708 -4.880
C -1.709 0.455 -5.359
C -1.526 0.215 -6.712
C -1.750 1.242 -7.613
C -2.144 2.489 -7.151
C -2.316 2.751 -5.795
C -2.720 4.139 -5.381
C -0.894 2.846 -2.525
C -0.981 4.238 -2.525
C 0.087 5.040 -2.152
C 1.291 4.438 -1.817
C 1.403 3.061 -1.839
C 0.324 2.227 -2.162
C 0.515 0.758 -2.131
H -6.091 0.690 -4.345
H -4.414 0.238 -4.014
H -4.758 1.498 -5.184
H -7.162 2.177 -2.992
H -7.212 3.735 -1.083
H -5.070 4.507 -0.082
H -2.943 3.744 -1.023
H -1.559 -0.352 -4.651
H -1.226 -0.767 -7.052
H -1.625 1.076 -8.675
H -2.324 3.289 -7.862
H -3.173 4.667 -6.220
H -1.849 4.712 -5.060
H -3.433 4.132 -4.557
H -1.909 4.711 -2.812
H -0.018 6.117 -2.146
H 2.151 5.044 -1.557
H 2.362 2.606 -1.618
H 1.571 0.515 -2.288
H -0.058 0.258 -2.904